(1)
A 11-piece molecular cluster, C19H60O11 overall in a non-equilibrium geometry, computed with the ωB97M-V functional and the def2-TZVPD basis.

Output
Energy relative to the best compared isomer or geometry (same formula, charge and spin)   5.849 eV
Total charge   0
SMILES   CC(C)O.CC(C)O.CC(C)O.CC(C)O.CO.CO.CO.CO.CO.CO.CO

Each line ends with the Löwdin charge.
CARTESIAN COORDINATES (ANGSTROEM)
1 C 4.73622 0.95297 5.15496  -0.068
2 C 4.64986 -0.06302 6.29657  -0.515
3 C 3.21127 -0.37034 6.65224  -0.059
4 O 5.24349 -1.25995 5.83786  -0.049
5 H 4.25168 0.52086 4.27941  0.080
6 H 5.77437 1.06854 4.84351  0.071
7 H 4.35235 1.94199 5.40512  0.079
8 H 5.22781 0.38037 7.10743  0.135
9 H 2.66575 0.53933 6.90327  0.079
10 H 3.27116 -0.92317 7.58974  0.075
11 H 2.62309 -0.97056 5.95803  0.086
12 H 6.16092 -1.15208 6.09917  0.087
13 C -3.46001 -5.71849 -1.58909  -0.065
14 C -3.17373 -5.10291 -2.94872  -0.516
15 C -2.29943 -5.99138 -3.85935  -0.052
16 O -4.40181 -4.85374 -3.55613  -0.054
17 H -3.97919 -6.67273 -1.67841  0.078
18 H -4.15091 -5.11693 -0.99842  0.076
19 H -2.51529 -5.89656 -1.07540  0.078
20 H -2.66399 -4.15239 -2.79131  0.132
21 H -1.30585 -5.90572 -3.41938  0.081
22 H -2.34200 -5.60524 -4.87777  0.076
23 H -2.67881 -7.00118 -4.01577  0.079
24 H -4.64877 -5.56734 -4.14890  0.088
25 C 3.46244 1.23972 -5.20934  -0.058
26 C 4.08028 0.23512 -6.14386  -0.516
27 C 5.08610 0.91431 -7.11878  -0.065
28 O 4.85849 -0.64138 -5.43384  -0.047
29 H 4.15181 1.87542 -4.65367  0.084
30 H 2.79361 0.78231 -4.48025  0.078
31 H 2.87447 1.98544 -5.74439  0.080
32 H 3.35927 -0.31231 -6.75094  0.133
33 H 4.66759 1.61572 -7.84056  0.070
34 H 5.74347 0.23919 -7.66667  0.069
35 H 5.79776 1.52910 -6.56775  0.074
36 H 5.17773 -1.41776 -5.89959  0.098
37 C 5.06041 -3.41248 0.72941  -0.042
38 C 4.40483 -4.72798 1.23985  -0.548
39 C 5.39217 -5.83734 1.54267  -0.062
40 O 3.65990 -4.44363 2.33496  -0.033
41 H 5.67346 -2.95057 1.50330  0.077
42 H 4.25879 -2.71415 0.48890  0.076
43 H 5.64558 -3.57863 -0.17506  0.074
44 H 3.66996 -5.10967 0.53106  0.137
45 H 6.02344 -5.69287 2.41945  0.080
46 H 6.04683 -6.00700 0.68785  0.074
47 H 4.85673 -6.77387 1.69864  0.076
48 H 4.21715 -3.87547 2.87187  0.091
49 C -2.77018 -0.03607 -5.30676  -0.200
50 O -3.36472 -1.00924 -6.09212  -0.107
51 H -2.33451 0.78063 -5.88233  0.076
52 H -3.49076 0.46266 -4.65859  0.079
53 H -1.91166 -0.46866 -4.79305  0.076
54 H -3.86197 -1.52180 -5.45055  0.074
55 C -0.69580 0.79524 0.18901  -0.176
56 O -1.22133 1.95723 -0.40143  -0.118
57 H 0.22908 0.99093 0.73158  0.075
58 H -1.43114 0.38590 0.88169  0.075
59 H -0.49859 0.01389 -0.54496  0.073
60 H -2.02839 2.18421 0.06626  0.070
61 C -6.61626 -0.72471 0.58752  -0.204
62 O -7.40264 0.39133 0.78786  -0.105
63 H -7.06822 -1.65233 0.93873  0.081
64 H -6.23006 -0.78565 -0.42995  0.078
65 H -5.73754 -0.60697 1.22162  0.075
66 H -8.26461 0.08615 0.49550  0.077
67 C -4.06659 1.69830 5.83418  -0.176
68 O -3.15343 1.89908 6.88289  -0.121
69 H -3.60876 1.40350 4.88995  0.068
70 H -4.78072 0.89900 6.03225  0.081
71 H -4.46970 2.69912 5.67934  0.079
72 H -3.36719 1.24315 7.55047  0.072
73 C -0.66002 6.52904 -4.11281  -0.176
74 O -0.16539 6.40444 -2.79725  -0.119
75 H -1.65051 6.98403 -4.11726  0.069
76 H 0.11241 7.07268 -4.65677  0.083
77 H -0.94138 5.58749 -4.58443  0.071
78 H -0.65701 5.71249 -2.34880  0.072
79 C -5.05557 5.99792 1.07738  -0.156
80 O -4.91280 4.58280 1.00219  -0.138
81 H -5.36875 6.30653 2.07477  0.073
82 H -4.12105 6.42358 0.71189  0.081
83 H -5.85464 6.31692 0.40818  0.071
84 H -5.74147 4.09869 0.97872  0.070
85 C -0.27919 5.31009 4.31020  -0.203
86 O -0.40452 5.31289 5.67748  -0.100
87 H -0.72556 4.38048 3.95709  0.074
88 H -0.81808 6.09998 3.78696  0.076
89 H 0.73900 5.27314 3.92289  0.076
90 H -0.86057 4.51993 5.96871  0.076


(2)
A 2-piece molecular cluster, C22H38N3O5S overall in a non-equilibrium geometry, computed with the ωB97M-V functional and the def2-TZVPD basis.

Output
Total energy   -1799.5100 a.u.
Total charge   -1

Each line ends with the Löwdin charge.
CARTESIAN COORDINATES (ANGSTROEM)
1 C 0.38646 4.10737 -1.10134  -0.020
2 C 0.91684 2.82185 -1.29528  -0.116
3 C 0.12666 1.51877 -1.45539  -0.083
4 C -0.33699 0.81413 -0.12674  -0.262
5 C 0.44323 1.13644 1.15591  -0.111
6 C 1.81243 0.42412 1.31528  -0.187
7 C 2.81271 0.64149 0.17653  -0.203
8 C 4.03170 -0.30929 0.42834  -0.212
9 C 5.06197 0.28392 1.43400  -0.218
10 C 4.75763 -0.25239 2.88549  -0.109
11 C -0.51572 -0.72468 -0.36676  -0.202
12 C 0.63244 -1.54332 -0.95996  -0.108
13 C 0.09234 -3.00722 -1.19879  -0.177
14 C 1.24033 -4.04380 -1.08308  -0.248
15 C 0.76559 -5.31340 -0.33254  -0.125
16 O -1.46857 -0.66827 -1.48592  0.042
17 C -2.47939 0.13001 -1.04500  -0.424
18 O -3.58103 -0.03812 -1.42844  0.149
19 C -1.88635 1.12237 0.00526  -0.275
20 C -2.58127 0.72501 1.33640  -0.116
21 C -4.11331 0.96699 1.37544  -0.169
22 C -4.82755 -0.41566 1.50090  -0.207
23 C -6.30695 -0.38400 1.04133  -0.291
24 N -6.49973 -0.59573 -0.39554  -0.007
25 N -2.11926 2.58243 -0.14022  0.155
26 C -2.86535 2.93229 -0.98624  -0.800
27 S -3.87159 3.47777 -2.05891  0.741
28 H 0.13210 4.43131 -0.08626  0.040
29 H 0.27313 4.81084 -1.92882  0.046
30 H 2.00985 2.72974 -1.38000  0.075
31 H -0.71427 1.75582 -2.11098  0.116
32 H 0.77687 0.86349 -2.03925  0.106
33 H -0.13190 0.87687 2.05521  0.104
34 H 0.63126 2.21629 1.24893  0.122
35 H 2.26980 0.84447 2.22392  0.109
36 H 1.62685 -0.63339 1.54621  0.102
37 H 2.44575 0.37517 -0.81490  0.086
38 H 3.20482 1.65918 0.14928  0.093
39 H 3.67471 -1.30516 0.73387  0.091
40 H 4.50423 -0.45292 -0.55251  0.105
41 H 6.04997 -0.04893 1.10789  0.094
42 H 4.93960 1.36777 1.38708  0.100
43 H 4.55032 0.60558 3.53371  0.060
44 H 3.84375 -0.84830 2.84528  0.046
45 H 5.60996 -0.84512 3.22440  0.058
46 H -1.02691 -1.27712 0.42973  0.149
47 H 1.48715 -1.65974 -0.29449  0.087
48 H 0.95438 -1.19467 -1.94218  0.129
49 H -0.70886 -3.25949 -0.49615  0.103
50 H -0.29085 -2.99888 -2.22362  0.111
51 H 2.09085 -3.65132 -0.51137  0.094
52 H 1.63507 -4.32401 -2.06567  0.105
53 H 0.34530 -5.06786 0.64764  0.067
54 H 1.66559 -5.91340 -0.13104  0.063
55 H 0.09077 -5.92246 -0.94068  0.068
56 H -2.13448 1.36032 2.11318  0.114
57 H -2.37835 -0.30340 1.65405  0.115
58 H -4.52406 1.41747 0.46666  0.092
59 H -4.41144 1.55980 2.24620  0.111
60 H -4.30005 -1.08533 0.80479  0.094
61 H -4.68759 -0.85961 2.49569  0.106
62 H -6.77936 0.54068 1.38938  0.108
63 H -6.80119 -1.23125 1.54250  0.095
64 H -5.80609 -1.23951 -0.76143  0.054
65 H -6.32220 0.29026 -0.86249  0.057
66 N 4.14673 2.51027 -2.97904  -0.643
67 O 3.37593 1.66343 -3.48066  -0.088
68 O 4.63604 3.40721 -3.68186  -0.068
69 O 4.41955 2.44680 -1.75692  -0.096


(3)
C41H35ClN2ScSi2 as an isolated structure in a non-equilibrium geometry, computed with the ωB97M-V functional and the def2-TZVPD basis.

Output
Total energy   -3492.5890 a.u.
Total charge   +1

Each line ends with the Löwdin charge.
CARTESIAN COORDINATES (ANGSTROEM)
1 C 1.07482 0.38507 0.91385  -0.150
2 C 0.57353 -0.89581 1.30789  -0.147
3 C 1.22770 -1.88600 0.52725  -0.143
4 H -0.14657 -1.11932 2.10759  0.118
5 C 2.12954 -1.22531 -0.37487  -0.163
6 C 2.03263 0.18732 -0.13994  -0.170
7 H 2.59423 0.94977 -0.67394  0.116
8 H 0.80304 1.34076 1.36570  0.121
9 H 1.12122 -2.96855 0.63319  0.086
10 H 2.76447 -1.73538 -1.09728  0.102
11 Sc 0.01390 -0.53613 -1.07969  0.751
12 Si -2.85162 -4.10926 -1.16806  0.697
13 C -3.04812 -4.29463 0.67876  -0.433
14 C -4.33453 -4.72865 1.05129  -0.142
15 H -5.13229 -4.78646 0.28695  0.099
16 C -4.59005 -5.11457 2.36869  -0.091
17 H -5.58665 -5.50807 2.64368  0.110
18 C -3.59444 -4.99668 3.36092  -0.086
19 H -3.78887 -5.32501 4.39846  0.107
20 C -2.35529 -4.41118 3.01992  -0.093
21 H -1.60307 -4.22186 3.80979  0.105
22 C -2.07920 -4.08317 1.68300  -0.122
23 H -1.07596 -3.71042 1.41966  0.078
24 C 0.94412 -5.09744 -0.57445  -0.303
25 C 1.71538 -5.35843 0.55482  -0.095
26 H 1.22210 -5.66611 1.48584  0.104
27 C 3.11337 -5.24640 0.41765  -0.043
28 H 3.76050 -5.59770 1.21920  0.107
29 C 3.65152 -4.76416 -0.80542  -0.062
30 H 4.72438 -4.81634 -0.98359  0.106
31 C 2.83158 -4.18362 -1.77560  -0.099
32 H 3.21489 -3.68479 -2.67375  0.120
33 C 1.45474 -4.25272 -1.60073  -0.196
34 H 0.74893 -3.74041 -2.25406  0.008
35 H -1.64207 -3.30775 -0.81758  -0.154
36 Si -0.42313 -5.96547 -1.45226  0.814
37 C 0.61352 -7.20820 -2.51558  -0.234
38 C 0.93818 -8.47816 -1.98579  -0.075
39 H 0.35680 -8.89496 -1.16682  0.098
40 C 2.03582 -9.19800 -2.50345  -0.081
41 H 2.26197 -10.18282 -2.07710  0.107
42 C 2.83981 -8.68110 -3.52501  -0.083
43 H 3.71538 -9.23838 -3.88092  0.108
44 C 2.44835 -7.47063 -4.12219  -0.087
45 H 3.04761 -7.06001 -4.94043  0.103
46 C 1.29394 -6.79807 -3.69094  -0.108
47 H 0.96273 -5.91600 -4.25600  0.106
48 C -1.42811 -7.01731 -0.28615  -0.367
49 C -0.97414 -7.45578 0.95144  -0.094
50 H 0.05673 -7.28309 1.28327  0.093
51 C -1.87876 -8.16718 1.73943  -0.078
52 H -1.59177 -8.45906 2.75102  0.107
53 C -3.14038 -8.50718 1.24631  -0.084
54 H -3.83985 -9.07281 1.88143  0.111
55 C -3.51320 -8.17223 -0.05445  -0.090
56 H -4.48956 -8.45358 -0.46611  0.111
57 C -2.64279 -7.45452 -0.85042  -0.163
58 H -2.88553 -7.22413 -1.89311  0.089
59 H -3.88429 -3.14437 -1.60846  -0.064
60 Cl -0.75580 -1.91610 -2.92925  0.013
61 C 0.71648 2.23891 -4.34255  -0.008
62 C 0.92652 1.22872 -3.39836  -0.068
63 N 0.14980 1.18764 -2.28608  -0.028
64 C -0.77760 2.14689 -1.99672  -0.108
65 C -0.95263 3.24243 -2.88957  -0.125
66 C -0.19270 3.24983 -4.07750  0.036
67 C -1.93948 4.22681 -2.54488  0.003
68 C -2.70034 4.12427 -1.40404  0.006
69 C -2.60208 2.99320 -0.51873  -0.127
70 C -3.41133 2.79583 0.61399  0.025
71 C -3.32745 1.61158 1.32480  -0.008
72 C -2.41778 0.61699 0.92389  -0.049
73 N -1.62911 0.77499 -0.17328  0.035
74 C -1.66448 1.96503 -0.85107  -0.114
75 H 1.28068 2.18274 -5.27518  0.126
76 H 1.64079 0.40238 -3.51980  0.132
77 H -0.35750 4.07866 -4.77018  0.135
78 H -2.04525 5.07907 -3.22658  0.129
79 H -3.42503 4.90322 -1.12917  0.130
80 H -4.09698 3.60378 0.87723  0.134
81 H -3.95303 1.42817 2.20393  0.127
82 H -2.31805 -0.32701 1.46976  0.125


(4)
One molecule with the formula C17H20N2O4S, computed with the ωB97M-V functional and the def2-TZVPD basis.

Output
Energy relative to the best compared isomer or geometry (same formula, charge and spin)   0.000 eV
Total charge   0
SMILES   CCOC(=O)c1ccccc1NC(=O)[C@H]1CS[C@]2(C)CCC(=O)N12

Each line ends with the Löwdin charge.
CARTESIAN COORDINATES (ANGSTROEM)
1 C -2.65352 -3.44638 0.91792  -0.057
2 C -2.82384 -2.81142 -0.45486  -0.203
3 O -3.04701 -1.40438 -0.35657  0.000
4 C -1.97398 -0.62548 -0.23569  -0.404
5 O -0.83995 -1.07538 -0.20934  0.077
6 C -2.31422 0.80704 -0.13817  -0.050
7 C -3.63647 1.17903 0.11354  -0.013
8 C -3.99077 2.50573 0.23426  -0.078
9 C -3.02074 3.48948 0.09988  -0.060
10 C -1.70806 3.15019 -0.15658  0.005
11 C -1.33312 1.81234 -0.27794  -0.134
12 N -0.02938 1.43935 -0.56088  0.165
13 C 1.09028 2.19768 -0.64422  -0.402
14 O 1.16827 3.39078 -0.45817  0.085
15 C 2.31757 1.35705 -1.06053  -0.209
16 C 3.61503 1.95479 -0.50225  -0.364
17 S 4.18635 0.87717 0.86055  0.944
18 C 2.74303 -0.28488 0.69211  -0.683
19 C 1.73005 0.00974 1.78923  -0.058
20 C 3.14995 -1.76323 0.61773  -0.137
21 C 2.33505 -2.30941 -0.55684  -0.057
22 C 2.07694 -1.09276 -1.42304  -0.453
23 O 1.75109 -1.04651 -2.58403  0.092
24 N 2.23637 -0.00495 -0.62099  -0.043
25 H -1.76691 -3.04997 1.40705  0.072
26 H -2.54421 -4.52148 0.80953  0.079
27 H -3.52091 -3.23785 1.53958  0.079
28 H -3.70917 -3.20085 -0.96093  0.126
29 H -1.93536 -2.98779 -1.07038  0.124
30 H -4.37901 0.40427 0.22028  0.118
31 H -5.01624 2.77562 0.43372  0.103
32 H -3.29036 4.53051 0.19463  0.108
33 H -0.95492 3.91309 -0.26289  0.103
34 H 0.09151 0.42982 -0.65796  0.107
35 H 2.32639 1.35427 -2.15953  0.170
36 H 4.40818 1.98335 -1.24710  0.075
37 H 3.43880 2.95856 -0.11554  0.071
38 H 1.46516 1.06487 1.79449  0.080
39 H 0.83075 -0.58135 1.62504  0.077
40 H 2.15747 -0.23992 2.75687  0.085
41 H 2.94752 -2.28302 1.55162  0.117
42 H 4.21707 -1.83939 0.40577  0.104
43 H 2.84130 -3.09136 -1.11838  0.124
44 H 1.36404 -2.68698 -0.23102  0.117